Entry 1:
C31H40AsAuN2O2PSSi | wB97M-V/def2-TZVPD

Positions of all 80 atoms, in Å:
Au: 1.2415 -0.4683 -0.1007
O: 1.5021 -0.4281 4.0195
C: 1.2035 -0.6961 2.8873
O: 1.8666 -0.2489 1.8431
C: 0.0199 -1.6438 2.6306
P: -0.3062 -1.9415 0.8675
C: -2.0624 -1.7402 0.5258
C: -2.6893 -2.3723 -0.5507
C: -4.0330 -2.1549 -0.8006
C: -4.7652 -1.3027 0.0164
C: -4.1482 -0.6707 1.0840
C: -2.8026 -0.8873 1.3411
C: 0.2092 -3.6437 0.5553
C: 1.5822 -3.8778 0.4441
C: 2.0573 -5.1690 0.2838
C: 1.1667 -6.2332 0.2275
C: -0.1957 -6.0069 0.3575
C: -0.6782 -4.7172 0.5300
H: -0.8564 -1.2572 3.1466
H: 0.2632 -2.6023 3.0916
H: -2.1418 -3.0501 -1.1892
H: -4.5122 -2.6586 -1.6295
H: -5.8172 -1.1399 -0.1768
H: -4.7095 -0.0059 1.7269
H: -2.3433 -0.3728 2.1727
H: 2.2840 -3.0520 0.5076
H: 3.1223 -5.3452 0.2108
H: 1.5371 -7.2410 0.0962
H: -0.8889 -6.8370 0.3346
H: -1.7412 -4.5598 0.6575
S: 3.2794 0.4779 -0.8912
C: 3.5188 2.0770 -0.1775
N: 2.5334 2.6874 0.4545
C: 2.7753 3.8934 0.9746
C: 3.9986 4.5318 0.8788
C: 5.0237 3.8814 0.1966
C: 4.7880 2.6360 -0.3475
H: 0.6673 2.2355 0.5140
H: 1.9381 4.3555 1.4873
H: 4.1472 5.5063 1.3216
H: 5.9964 4.3436 0.0916
H: 5.5586 2.0995 -0.8847
C: -1.9933 1.3111 -1.9287
Si: -0.9306 2.6165 -1.0977
C: -1.9191 4.1947 -0.9374
C: 0.5834 3.0151 -2.1208
N: -0.2970 1.9657 0.4154
C: -0.9533 2.1094 1.6720
C: -0.2072 2.0349 2.8464
C: -0.8321 2.1156 4.0809
C: -2.2061 2.2939 4.1697
C: -2.9498 2.3858 3.0016
C: -2.3317 2.2874 1.7643
H: -2.1361 1.5484 -2.9853
H: -2.9841 1.2476 -1.4697
H: -1.5490 0.3142 -1.8504
H: -1.8847 4.7069 -1.9023
H: -1.4796 4.8628 -0.1935
H: -2.9680 4.0527 -0.6783
H: 0.2866 3.1611 -3.1629
H: 1.3685 2.2553 -2.0863
H: 1.0262 3.9519 -1.7722
H: 0.8654 1.8851 2.7900
H: -0.2324 2.0309 4.9775
H: -2.6890 2.3672 5.1345
H: -4.0211 2.5374 3.0499
H: -2.9337 2.3366 0.8647
C: 1.0252 0.0950 -3.7738
As: 1.1534 -1.2307 -2.3881
C: -0.2081 -2.5020 -2.8846
C: 2.8084 -2.1555 -2.7417
H: 1.1005 -0.4241 -4.7294
H: 1.8426 0.8028 -3.6614
H: 0.0704 0.6105 -3.7048
H: 0.0465 -2.8619 -3.8812
H: -1.1773 -2.0088 -2.9121
H: -0.2216 -3.3423 -2.1940
H: 2.6734 -2.7677 -3.6324
H: 3.0768 -2.7867 -1.8987
H: 3.5888 -1.4175 -2.9076

The calculation puts the energy above the lowest of the compared OMol25 structures with the same formula, charge and spin at 0.00 kJ/mol. The net charge is +1. As for the HOMO-LUMO gap: 6.19 eV.

Results of the Mulliken charge analysis, in e, for atoms 1 through 6: 2.20 -0.61 0.18 -1.09 -0.99 0.49

---

Entry 2:
C31H67FN10O4P2S | wB97M-V/def2-TZVPD

Positions of all 116 atoms, in Å:
C: -1.6635 -0.3280 -5.3294
C: -1.8807 0.8963 -4.4106
C: -0.7047 1.0932 -3.4242
C: -1.1298 1.2767 -1.9498
C: -0.9806 -0.0030 -1.0761
C: -1.6238 -1.1782 -1.8181
C: -2.0080 -2.4362 -1.0659
C: -2.5161 -3.5062 -1.8919
F: -2.5517 -3.2727 -3.2238
C: -2.9629 -4.7114 -1.4436
N: -3.4633 -5.7069 -2.3322
C: -2.3838 -6.6223 -2.7886
C: -2.1780 -6.5843 -4.3031
C: -2.9402 -4.9523 -0.0381
N: -3.3554 -6.0327 0.6134
S: -3.0669 -5.7495 2.1754
N: -2.4300 -4.2676 2.1087
C: -2.4112 -3.9353 0.8211
C: -1.9550 -2.6856 0.2749
O: -1.4670 -1.7559 1.1584
C: -0.1686 -2.1071 1.6630
C: 0.7970 -2.6134 0.5858
N: 2.2082 -2.3863 0.9289
C: 2.9427 -1.7280 -0.1445
C: 3.0055 -2.5464 -1.4266
C: 4.3697 -2.4757 -2.1084
O: 2.0489 -1.9673 -2.3438
H: -2.1970 -0.1958 -6.2716
H: -2.0120 -1.2485 -4.8600
H: -0.5946 -0.4369 -5.5229
H: -2.8173 0.7270 -3.8730
H: -2.0274 1.7902 -5.0163
H: -0.2330 2.0308 -3.7270
H: 0.0320 0.2912 -3.5023
H: -0.6431 2.1180 -1.4581
H: -2.2052 1.4870 -1.9552
H: 0.0941 -0.1565 -0.9647
H: -1.4702 0.2408 -0.1397
H: -0.9352 -1.4849 -2.6104
H: -2.5106 -0.8189 -2.3485
H: -3.8023 -5.2466 -3.1674
H: -1.4525 -6.3201 -2.2998
H: -2.5689 -7.6530 -2.4789
H: -2.2204 -5.5660 -4.6898
H: -2.9446 -7.1970 -4.7828
H: -1.2213 -7.0327 -4.5741
H: 0.2347 -1.2724 2.2369
H: -0.3013 -2.9185 2.3877
H: 0.5949 -2.1015 -0.3560
H: 0.6202 -3.6864 0.4628
H: 2.2761 -1.8132 1.7628
H: 3.9690 -1.5850 0.2055
H: 2.5340 -0.7388 -0.3979
H: 2.7271 -3.5947 -1.2833
H: 4.2754 -2.9077 -3.1085
H: 4.6725 -1.4377 -2.2505
H: 5.1261 -3.0547 -1.5762
H: 1.8856 -2.5825 -3.0643
O: 2.9204 -0.9647 4.3800
P: 3.7922 -1.4492 5.5077
N: 4.9765 -0.2112 5.5286
C: 6.4132 -0.3715 5.4624
C: 4.5130 1.1572 5.7002
N: 4.3581 -2.8960 4.7839
C: 5.7378 -3.3317 4.7324
C: 3.6310 -3.3617 3.6108
N: 4.2315 -2.0741 7.0746
C: 3.3497 -3.1927 7.5003
C: 4.2220 -1.0980 8.1840
H: 6.7897 -1.0996 6.1884
H: 6.9209 0.5646 5.6965
H: 6.7419 -0.6677 4.4617
H: 4.3733 1.4140 6.7608
H: 3.5569 1.3128 5.1971
H: 5.2129 1.8740 5.2710
H: 6.2955 -2.8349 3.9290
H: 5.7839 -4.4090 4.5459
H: 6.2548 -3.1780 5.6778
H: 3.9205 -2.8130 2.7120
H: 2.5586 -3.2534 3.7494
H: 3.8133 -4.4255 3.4382
H: 2.3143 -2.8657 7.6352
H: 3.7070 -3.6121 8.4412
H: 3.3581 -3.9972 6.7696
H: 3.2787 -0.5494 8.2501
H: 5.0370 -0.3833 8.0847
H: 4.3859 -1.6120 9.1308
O: -2.2144 4.5600 -2.6493
P: -3.0276 5.8177 -2.7469
N: -2.1628 6.8293 -1.6658
C: -2.6911 7.5708 -0.5409
C: -0.7472 7.0346 -1.9311
N: -4.4847 5.2295 -2.0540
C: -5.2528 5.8919 -1.0196
C: -4.6278 3.7832 -1.9360
N: -3.9154 7.1298 -3.4732
C: -4.8004 6.6669 -4.5738
C: -3.0994 8.2263 -4.0340
H: -3.5668 8.1720 -0.8064
H: -1.9544 8.2790 -0.1606
H: -2.9541 6.9112 0.2913
H: -0.5781 7.8411 -2.6604
H: -0.2887 6.1288 -2.3324
H: -0.2013 7.2851 -1.0216
H: -4.8326 5.7193 -0.0217
H: -6.2791 5.5121 -1.0135
H: -5.3404 6.9626 -1.1931
H: -4.0846 3.3825 -1.0713
H: -4.2662 3.2800 -2.8294
H: -5.6833 3.5186 -1.8321
H: -4.2280 6.2503 -5.4082
H: -5.4006 7.4981 -4.9448
H: -5.4927 5.9052 -4.2246
H: -2.3312 7.8657 -4.7233
H: -2.6196 8.8015 -3.2442
H: -3.7390 8.9267 -4.5706

As for the HOMO-LUMO gap: 7.97 eV.

Results of the Mulliken charge analysis, in e, for atoms 1 through 6: -1.09 -0.33 -0.80 -0.74 -0.14 -0.42

---

Entry 3:
C21H39NO5 | wB97M-V/def2-TZVPD

Positions of all 66 atoms, in Å:
C: -8.8204 -0.5242 0.3483
C: -7.8967 -1.4071 1.1809
C: -6.6815 -1.9237 0.3973
C: -5.3955 -1.1301 0.6357
C: -5.4532 0.3146 0.1460
C: -4.1066 1.0185 0.3050
C: -4.1603 2.4617 -0.1898
C: -2.8999 3.2760 0.1085
C: -1.6357 2.7726 -0.6015
C: -0.7673 1.8683 0.2722
C: 0.4730 1.3822 -0.4737
C: 1.3125 0.4493 0.3960
C: 2.5945 -0.0014 -0.3195
N: 3.4452 1.1204 -0.6509
C: 4.2501 1.6674 0.2922
C: 5.2049 2.7063 -0.2437
O: 4.1732 1.3508 1.4612
C: 2.2551 -0.7254 -1.6218
O: 2.6093 -0.3393 -2.7052
O: 1.5434 -1.8168 -1.3908
C: 1.1309 -2.5806 -2.5307
C: -0.1237 -1.9946 -3.1609
C: 3.4317 -0.9844 0.5300
O: 4.5507 -1.2918 0.2146
O: 2.7578 -1.4663 1.5562
C: 3.4846 -2.2814 2.4831
C: 4.0474 -1.4166 3.6005
H: -9.6558 -0.1758 0.9523
H: -9.2208 -1.0851 -0.4938
H: -8.2940 0.3430 -0.0402
H: -7.5544 -0.8535 2.0575
H: -8.4780 -2.2577 1.5439
H: -6.9125 -1.9222 -0.6700
H: -6.4862 -2.9594 0.6852
H: -5.1640 -1.1374 1.7038
H: -4.5768 -1.6414 0.1215
H: -6.2068 0.8641 0.7121
H: -5.7455 0.3286 -0.9069
H: -3.8200 1.0088 1.3594
H: -3.3508 0.4655 -0.2553
H: -5.0085 2.9617 0.2856
H: -4.3427 2.4654 -1.2674
H: -3.0943 4.3052 -0.2017
H: -2.7270 3.2898 1.1866
H: -1.0299 3.6290 -0.9065
H: -1.9188 2.2385 -1.5111
H: -0.4544 2.4216 1.1603
H: -1.3437 1.0059 0.6077
H: 1.0763 2.2413 -0.7744
H: 0.1657 0.8597 -1.3834
H: 1.6092 0.9587 1.3137
H: 0.7366 -0.4364 0.6637
H: 3.6219 1.2565 -1.6376
H: 4.6906 3.3941 -0.9097
H: 5.9954 2.2046 -0.7983
H: 5.6471 3.2530 0.5838
H: 0.9477 -3.5842 -2.1429
H: 1.9494 -2.6024 -3.2567
H: 0.0866 -1.0052 -3.5601
H: -0.4562 -2.6357 -3.9720
H: -0.9162 -1.9189 -2.4201
H: 4.2895 -2.7936 1.9469
H: 2.7629 -3.0095 2.8605
H: 4.6519 -0.6211 3.1715
H: 3.2395 -0.9642 4.1694
H: 4.6603 -2.0204 4.2635

The calculation puts the energy above the lowest of the compared OMol25 structures with the same formula, charge and spin at 20.60 kJ/mol. Its SMILES is CCCCCCCCCCCCC(NC(C)=O)(C(=O)OCC)C(=O)OCC. As for the HOMO-LUMO gap: 10.47 eV.

Results of the natural (NBO) charge analysis, in e, for atoms 1 through 6: -0.60 -0.40 -0.39 -0.38 -0.39 -0.39

---

Entry 4:
C2H3N2OP | wB97M-V/def2-TZVPD

Positions of all 9 atoms, in Å:
P: -0.5166 -0.4368 -1.9830
C: -0.1942 0.2279 -0.3507
N: -0.2385 1.4376 0.1029
N: 0.0001 1.3666 1.3812
C: 0.0684 0.1175 1.6976
O: -0.0257 -0.6848 0.6659
H: 0.0096 -1.6909 -1.6749
H: 0.6726 0.0195 -2.5671
H: 0.2243 -0.3566 2.7282

The calculation puts the energy above the lowest of the compared OMol25 structures with the same formula, charge and spin at 127.15 kJ/mol. Its SMILES is Pc1nnco1. As for the HOMO-LUMO gap: 10.45 eV.

Results of the natural (NBO) charge analysis, in e, for atoms 1 through 6: 0.33 0.16 -0.27 -0.30 0.29 -0.41

---

Entry 5:
C10H16 | wB97M-V/def2-TZVPD

Positions of all 26 atoms, in Å:
C: -0.4571 -0.4456 -2.4672
C: -1.0215 0.3544 -1.3887
C: -0.7822 1.7869 -1.4213
C: -1.2272 2.5918 -0.4380
C: -1.7956 2.0251 0.7143
C: -2.0160 0.6416 0.8520
C: -1.7298 -0.1208 -0.2943
H: 0.5686 -0.3220 -2.8468
H: -0.9778 -0.1424 -3.3449
H: -0.3797 -1.4921 -2.2959
H: -0.4923 2.2581 -2.3885
H: -1.0879 3.6415 -0.4903
H: -2.0827 2.7934 1.5546
H: -2.7507 0.2378 1.5192
H: -2.0935 -1.2047 -0.3387
C: 1.6861 -0.1332 1.8228
C: 1.5107 -0.8829 0.4648
C: 1.8430 -2.3580 0.9396
H: 2.6913 0.0923 2.1887
H: 1.2816 0.8858 1.8824
H: 1.0248 -0.4942 2.6567
H: 2.0689 -0.5674 -0.3239
H: 0.4738 -0.9840 0.1698
H: 2.0767 -3.0713 0.1013
H: 1.0811 -2.8213 1.4382
H: 2.5872 -2.2687 1.7341

The calculation puts the energy above the lowest of the compared OMol25 structures with the same formula, charge and spin at 211.04 kJ/mol. Its SMILES is Cc1ccccc1.CCC. As for the HOMO-LUMO gap: 9.73 eV.

Results of the natural (NBO) charge analysis, in e, for atoms 1 through 6: -0.66 -0.02 -0.19 -0.23 -0.19 -0.24

---

Entry 6:
C15H18ClN3O2S | wB97M-V/def2-TZVPD

Positions of all 40 atoms, in Å:
C: 6.2866 0.3692 0.6997
H: 7.4501 0.4005 0.3813
C: 5.5787 0.8398 -0.6418
N: 4.0565 0.6473 -0.3688
C: 3.2278 1.5791 -0.5271
O: 3.5096 2.7833 -0.6369
C: 1.6540 1.3518 0.1870
C: 1.0817 0.3325 -0.8650
C: 1.1661 -0.9722 -0.0806
O: 2.3155 -1.5369 0.3408
N: -0.0466 -1.3416 0.3215
C: -1.2290 -0.7931 -0.2262
N: -2.2419 -1.5435 -0.0145
C: -3.4522 -0.6914 -0.2090
C: -4.3124 -1.5111 -1.2358
C: -5.6105 -1.0307 -1.3347
C: -5.9368 0.0480 -0.8926
C: -5.1905 0.8479 0.0120
C: -3.7940 0.5427 0.2464
C: -3.0938 1.2459 1.4092
H: -3.7400 1.6000 1.9904
H: -2.6858 2.1288 0.9519
H: -2.3135 0.6741 1.7965
Cl: -5.7870 2.4604 0.7363
H: -6.9381 0.7846 -1.4541
H: -6.0879 -1.5287 -2.1484
H: -3.9370 -2.6179 -1.5076
S: -0.6446 0.7445 -1.0509
C: -0.1906 -2.8141 1.1521
H: -0.6338 -2.6443 2.0323
H: 0.9050 -3.0196 1.2151
H: -0.6785 -3.5363 0.3130
H: 1.6027 0.2496 -1.7055
H: 1.6783 1.1669 1.0750
H: 1.1553 2.3287 -0.1848
H: 3.6768 -0.0092 0.0133
H: 5.6836 0.0803 -1.6161
H: 5.6342 1.7955 -0.6530
H: 5.9686 -0.5959 0.9535
H: 5.9135 1.1851 1.5263

The calculation puts the energy above the lowest of the compared OMol25 structures with the same formula, charge and spin at 1178.69 kJ/mol. As for the HOMO-LUMO gap: 8.65 eV.

Results of the natural (NBO) charge analysis, in e, for atoms 1 through 6: -0.62 0.22 -0.19 -0.58 0.68 -0.67

---

Entry 7:
C5H12S | wB97M-V/def2-TZVPD

Positions of all 18 atoms, in Å:
C: -2.0035 -1.0985 -0.1511
C: -0.6534 -0.0961 0.2268
C: -1.0722 1.3566 -0.2478
C: 0.6950 -0.6204 -0.0776
C: 1.7076 0.4510 0.2370
S: 3.3250 -0.1467 -0.2252
H: -1.6186 -1.2042 -1.2248
H: -2.0329 -2.0683 0.4693
H: -2.9056 -0.5579 -0.2961
H: -0.5491 0.2346 1.3498
H: -1.8746 1.9329 0.5068
H: 0.0830 2.0077 -0.3380
H: -1.6344 1.2009 -1.2833
H: 0.9782 -1.2455 0.8028
H: 0.9625 -0.9740 -1.0990
H: 1.6698 1.4252 -0.3359
H: 1.6284 0.7411 1.3201
H: 3.2949 -1.3384 0.3660

The calculation puts the energy above the lowest of the compared OMol25 structures with the same formula, charge and spin at 282.68 kJ/mol. Its SMILES is CC(C)CCS. As for the HOMO-LUMO gap: 9.97 eV.

Results of the natural (NBO) charge analysis, in e, for atoms 1 through 6: -0.62 -0.21 -0.63 -0.46 -0.51 -0.02

---

Entry 8:
C17H36N6O3 | wB97M-V/def2-TZVPD

Positions of all 62 atoms, in Å:
C: 7.6343 0.3366 5.0756
N: 6.3689 1.0658 5.0094
C: 5.4763 0.9458 4.0150
O: 5.6595 0.1682 3.0846
C: 4.1907 1.8042 4.0840
C: 3.7060 2.3883 2.7327
C: 3.0430 1.3869 1.7664
C: 1.7650 0.7537 2.3133
N: 1.1951 -0.2244 1.6496
O: 1.2341 1.1177 3.3487
N: 4.1983 2.8523 5.1219
C: 4.9900 3.9190 5.2524
C: 5.9455 4.3354 4.1494
O: 4.9510 4.5730 6.2807
H: 8.1639 0.4287 4.1247
H: 8.2606 0.7359 5.8748
H: 7.4411 -0.7207 5.2653
H: 6.1521 1.7095 5.7563
H: 3.4270 1.1015 4.4137
H: 2.9802 3.1789 2.9309
H: 4.5527 2.8411 2.2175
H: 2.7884 1.9102 0.8447
H: 3.7453 0.5963 1.5076
H: 0.3716 -0.6041 2.0766
H: 1.5271 -0.5408 0.7504
H: 3.5351 2.7384 5.8737
H: 5.3741 4.7531 3.3235
H: 6.5374 3.4937 3.8022
H: 6.6129 5.1023 4.5404
N: 0.1378 -1.3510 -0.9661
C: -0.0290 -0.0391 -1.6061
C: -1.5117 0.2376 -1.8351
C: -2.1209 -0.7220 -2.8531
N: -3.5790 -0.6574 -2.7213
C: -4.3726 -1.7397 -3.3124
C: -4.6293 -1.4678 -4.7992
C: -5.5561 -2.5351 -5.3962
C: -6.8624 -2.6426 -4.6032
N: -7.6561 -3.7457 -5.1471
C: -6.5906 -2.9153 -3.1218
C: -5.6812 -1.8360 -2.5291
H: -0.5267 -1.4542 -0.1974
H: 0.0016 -2.1011 -1.6453
H: 0.5173 -0.0050 -2.5550
H: 0.3821 0.7413 -0.9571
H: -1.6438 1.2651 -2.1874
H: -2.0390 0.1434 -0.8799
H: -1.7896 -1.7462 -2.6543
H: -1.8049 -0.4548 -3.8668
H: -3.9444 0.2600 -2.9770
H: -3.8416 -2.6936 -3.2111
H: -5.0872 -0.4807 -4.9193
H: -3.6803 -1.4657 -5.3441
H: -5.7787 -2.2839 -6.4378
H: -5.0442 -3.5034 -5.3889
H: -7.4176 -1.7016 -4.6982
H: -7.8472 -3.6062 -6.1389
H: -8.5226 -3.8673 -4.6240
H: -7.5358 -2.9375 -2.5709
H: -6.1138 -3.8947 -3.0089
H: -5.4628 -2.0758 -1.4836
H: -6.1965 -0.8702 -2.5494

Its SMILES is CNC(=O)[C@H](CCC(N)=O)NC(C)=O.NCCCN[C@H]1CC[C@H](N)CC1. As for the HOMO-LUMO gap: 9.36 eV.

Results of the natural (NBO) charge analysis, in e, for atoms 1 through 6: -0.41 -0.61 0.66 -0.65 -0.13 -0.39